Record 1
Density functional theory data (wB97M-V/def2-TZVPD) for 3 unconnected molecules or ions with the total composition C13H25N6O6S at a distorted geometry.

The LUMO energy is -5.466 eV. As for the spin multiplicity: 1. The value obtained for the molar mass is 393.446 g/mol. Its orbital gap is 5.66 eV. Its charge is +1. Its HOMO energy is -11.13 eV. The total energy comes out at -1688.135141 Ha.

Positions of all 51 atoms, in Å:
N: 2.24 -4.89 -3.24
O: -0.21 4.09 6.03
N: -1.88 2.98 5.03
O: 2.93 1.13 2.07
H: -2.67 1.42 3.86
O: -5.10 -3.39 -3.70
H: -0.03 2.27 7.72
C: 0.93 2.38 1.68
H: 2.82 -2.74 -4.66
H: -2.98 -4.08 -3.23
H: 0.47 1.49 2.11
C: 2.49 -2.48 -3.66
N: -1.65 -1.84 -3.70
N: 3.20 3.18 1.18
H: 1.30 -5.00 -2.87
C: -0.94 -1.25 -2.72
C: 2.77 4.47 0.68
O: -3.89 -2.88 -1.57
S: -3.91 -3.13 -2.97
N: -1.11 -2.63 -4.63
C: 0.17 -2.81 -4.59
H: 0.65 3.24 2.28
C: -0.82 2.01 7.03
O: -1.05 1.31 -0.67
H: 2.75 -5.70 -2.91
C: 2.43 2.17 1.67
C: -2.82 1.89 4.83
C: 1.03 -2.20 -3.63
H: 3.21 5.28 1.27
H: 1.69 4.56 0.72
H: 2.49 -3.43 -1.72
H: -0.58 1.06 6.55
H: 3.09 4.61 -0.36
H: -1.75 1.89 7.58
C: -0.93 3.11 6.00
H: -3.85 2.25 4.87
H: 3.06 -1.60 -3.33
H: 4.19 2.98 1.20
O: -1.59 -0.55 -1.83
C: -3.10 -1.73 -3.78
H: 1.02 -0.96 -1.90
H: -3.45 -0.80 -3.32
H: 0.58 -3.47 -5.35
H: 0.57 2.52 0.66
H: -3.38 -1.75 -4.84
H: -2.69 1.14 5.60
C: 0.44 -1.43 -2.69
N: -1.04 0.98 -1.74
H: -1.90 3.75 4.39
C: 2.85 -3.66 -2.73
H: 3.93 -3.76 -2.68

---

Record 2
Density functional theory data (wB97M-V/def2-TZVPD) for a molecular structure, C2H10N4O2.

The LUMO energy (alpha / beta) is 0.113 / 0.100 eV. As for the spin multiplicity: 1. The value obtained for the molar mass is 122.128 g/mol. Its orbital gap (alpha / beta) is 7.13 / 7.08 eV. Its charge is 0. Its HOMO energy (alpha / beta) is -7.01 / -6.98 eV. The total energy comes out at -451.427869 Ha.

Positions of all 18 atoms, in Å:
C: 0.32 -0.60 -0.71
N: -2.00 1.17 -1.29
H: -1.31 -1.60 0.26
H: 0.22 -1.16 -1.63
H: 1.54 -1.40 2.26
N: -1.65 0.85 -0.01
H: -2.62 1.98 -1.33
H: -1.22 1.34 -1.93
H: 1.74 0.60 -1.50
C: -0.47 -0.95 0.40
H: -0.34 -0.45 1.35
H: 2.48 -1.22 0.91
N: 1.23 0.37 -0.66
H: -0.99 2.16 1.35
H: 1.02 1.13 0.00
O: 0.83 -2.28 0.64
O: -0.64 1.95 0.47
N: 1.89 -1.87 1.43

---

Record 3
Density functional theory data (wB97M-V/def2-TZVPD) for 4 unconnected molecules or ions with the total composition C15H20O15 at a distorted geometry.

The LUMO energy is -0.483 eV. As for the spin multiplicity: 1. The value obtained for the molar mass is 440.310 g/mol. Its orbital gap is 6.96 eV. Its charge is 0. Its HOMO energy is -7.44 eV. The total energy comes out at -1711.849490 Ha.

Positions of all 50 atoms, in Å:
H: -19.92 -18.43 -15.98
H: -21.55 -19.23 -21.75
C: -22.01 -21.98 -23.22
H: -27.07 -18.14 -16.04
C: -23.26 -20.95 -18.55
C: -21.12 -19.13 -14.33
O: -23.91 -20.54 -19.52
C: -23.83 -23.07 -14.35
H: -20.41 -21.21 -20.97
O: -22.74 -15.98 -14.26
O: -22.75 -22.71 -14.98
O: -24.71 -22.29 -13.98
H: -22.03 -23.91 -16.46
C: -20.04 -18.19 -14.92
O: -22.22 -21.66 -18.46
H: -22.48 -25.80 -14.27
C: -22.04 -23.85 -15.37
H: -25.93 -18.28 -18.00
C: -22.06 -20.16 -21.99
C: -22.91 -25.05 -14.94
H: -22.29 -19.68 -16.16
H: -21.87 -22.67 -16.75
O: -22.14 -18.23 -13.93
H: -20.73 -21.28 -17.20
C: -21.75 -21.66 -17.16
H: -20.99 -23.78 -15.09
H: -26.04 -19.27 -15.49
C: -26.00 -18.24 -15.85
C: -24.32 -16.62 -15.80
O: -20.67 -16.93 -14.87
O: -21.96 -22.34 -21.92
O: -22.27 -22.64 -24.23
H: -24.55 -19.20 -17.40
O: -23.98 -24.43 -14.28
O: -24.31 -17.15 -17.06
C: -21.50 -21.24 -21.07
O: -21.77 -20.63 -23.28
H: -21.95 -21.37 -20.08
O: -23.74 -20.64 -17.34
O: -25.28 -17.27 -15.09
H: -22.91 -21.07 -15.53
C: -22.67 -20.64 -16.51
H: -21.43 -19.90 -15.04
H: -23.08 -19.88 -21.72
C: -21.85 -16.94 -14.35
H: -19.18 -18.31 -14.28
O: -23.73 -15.58 -15.48
C: -25.19 -18.34 -17.20
H: -20.82 -19.55 -13.37
H: -23.24 -25.42 -15.91

---

Record 4
Density functional theory data (wB97M-V/def2-TZVPD) for 4 unconnected molecules or ions with the total composition C18H38NO5Si at a distorted geometry.

The LUMO energy is -4.435 eV. As for the spin multiplicity: 1. The value obtained for the molar mass is 376.590 g/mol. Its orbital gap is 7.31 eV. Its charge is +1. Its HOMO energy is -11.74 eV. The total energy comes out at -1428.918190 Ha.

Positions of all 63 atoms, in Å:
H: 1.42 0.98 -6.55
H: -7.16 -1.75 -1.59
H: -2.41 0.00 -1.70
H: -8.06 -2.57 0.57
H: -0.13 -0.48 -1.11
H: -10.25 -0.47 0.15
C: 7.87 -1.26 2.27
H: 8.36 -0.54 1.62
C: -2.04 0.30 -0.72
H: -9.00 -0.39 1.41
O: 2.45 0.16 -3.45
C: -7.79 -1.10 -0.98
H: 6.16 -1.39 3.56
H: -7.16 -0.43 -0.40
H: 1.29 -0.58 -5.73
C: -9.59 -1.06 0.78
H: 1.98 -1.72 -0.40
H: 8.59 -1.62 3.00
C: 1.89 1.04 -4.43
C: 7.07 0.54 3.82
C: -2.32 1.31 1.43
H: 1.85 1.81 2.98
H: -10.22 -1.68 1.42
H: -8.40 -0.50 -1.67
C: -1.02 1.01 1.69
H: 2.54 -0.09 -0.97
H: 3.35 1.07 2.45
O: -4.59 2.23 -0.75
H: 3.73 2.12 -4.76
H: 0.65 -2.06 2.36
H: 7.77 0.23 4.60
H: 3.35 -0.05 -3.72
C: 2.47 -0.78 -0.10
N: -0.22 0.37 0.81
H: 2.33 -1.66 2.97
H: 0.86 1.25 -4.11
H: -0.59 1.29 2.65
Si: 1.51 -0.01 1.32
C: -0.74 0.03 -0.36
C: 2.39 1.46 2.08
H: -2.97 1.83 2.12
C: 2.69 2.32 -4.49
C: -8.68 -1.94 -0.07
H: 7.56 -2.10 1.64
H: 2.27 3.02 -5.21
C: 1.86 0.34 -5.78
C: 1.33 -1.28 2.72
H: 6.16 0.47 1.42
O: -9.48 -2.83 -0.86
H: 2.88 0.07 -6.10
H: 2.52 2.32 1.40
H: 7.54 1.32 3.22
H: 0.92 -0.72 3.58
O: -5.34 0.48 0.37
H: 6.20 0.98 4.30
C: -4.34 1.25 -0.10
C: 6.66 -0.64 2.95
H: 2.71 2.81 -3.51
H: -4.98 -0.15 1.02
H: -10.03 -2.29 -1.44
C: -2.88 0.93 0.19
H: 3.50 -1.02 0.20
O: 5.72 -0.20 1.96